Record 1
C14H20Br9F6NO5 | ωB97M-V/def2-TZVPD

XYZ file:
```
55
Properties=species:S:1:pos:R:3:mulliken_charge:R:1
C 3.27053 3.14278 0.21112 -0.98
C 2.78228 2.42147 1.41101 0.72
O 3.19186 2.77236 2.47771 -0.66
N 2.07407 1.42325 1.15620 -0.23
C 1.43706 0.71936 2.26670 -1.15
H 2.69154 2.74522 -0.62244 0.23
H 4.34143 2.96639 0.11040 0.37
H 3.23180 4.20716 0.44285 0.25
H 1.95043 1.05032 0.22576 0.45
H 0.85251 -0.09033 1.82989 0.36
H 0.95864 1.52478 2.82393 0.27
H 2.23725 0.41431 2.94105 0.42
C -2.16761 1.62360 2.96659 -0.26
C -3.53552 0.93168 2.78809 -0.15
O -4.48819 1.80798 2.40023 -0.38
C -4.65161 2.09384 1.03458 0.48
O -3.75285 1.83704 0.18147 0.35
C -6.04458 2.74584 0.59391 0.20
F -6.88702 2.61431 1.63253 -0.31
F -5.89396 4.03351 0.39384 -0.24
F -6.58335 2.14519 -0.40164 -0.15
H -1.80380 2.17393 2.09891 -0.50
H -1.37421 0.92187 3.22388 0.33
H -2.15120 2.34190 3.78627 0.53
H -3.91317 0.58083 3.74850 0.33
H -3.54177 0.11101 2.07075 -0.08
C -4.70451 2.07308 -2.06244 -1.65
C -3.70460 1.06460 -1.41274 -0.37
O -3.58908 -0.03686 -2.23594 -0.46
C -4.63866 -0.97617 -2.37471 0.10
O -5.73100 -0.92084 -1.80720 -0.55
C -4.26989 -2.14924 -3.39848 1.02
F -3.45092 -1.68888 -4.35931 -0.25
F -3.74285 -3.26064 -2.82445 -0.26
F -5.42228 -2.52924 -4.00704 -0.25
H -4.99746 2.79292 -1.29817 0.48
H -5.63307 1.60264 -2.38580 0.45
H -4.12110 2.63052 -2.79525 0.36
H -4.16438 0.86045 -0.44578 0.36
H -2.72810 1.53405 -1.29369 0.58
C -0.75367 5.42481 -2.17269 0.60
Br 0.55837 6.69700 -3.00615 -0.05
Br -1.35543 4.21579 -3.64877 -0.15
Br -2.41338 6.27744 -1.57823 -0.03
H -0.34983 4.79164 -1.38269 -0.84
C -0.80922 2.62672 0.02422 0.62
Br 0.95296 3.19120 -0.58651 0.26
Br -1.90277 2.57519 -1.67719 0.46
Br -1.51087 4.17271 1.16867 -0.06
H -0.84733 1.64522 0.49677 -1.14
C -2.10103 -1.65084 0.98603 -0.79
Br -3.28465 -1.96483 -0.63965 0.22
Br -1.18360 0.07226 0.69253 0.40
Br -0.82798 -3.14701 0.95449 -0.03
H -2.68857 -1.48351 1.88876 0.77
```

As for the strongest force on any atom: 14.6 eV Å⁻¹. The LUMO energy comes out at -1.158 eV. The value obtained for the frontier orbital gap is 6.6 eV.

***

Record 2
C6H8NO | ωB97M-V/def2-TZVPD

XYZ file:
```
16
Properties=species:S:1:pos:R:3:mulliken_charge:R:1
C -0.78736 1.36679 -0.92360 -0.03
C 0.96027 -0.10552 1.92258 -0.50
C 2.06910 -0.23354 1.00396 -0.45
C -0.33267 -1.22159 0.00383 -0.99
C -1.60030 0.55286 -1.53119 0.29
C 0.36101 -0.08032 0.42454 1.20
N 0.12992 1.14085 -0.02045 -0.60
O -2.46501 0.29518 -2.37833 -0.38
H -0.98064 2.43485 -1.27015 0.33
H 0.62120 -0.96203 2.48376 0.28
H 0.71711 0.91660 2.48588 0.28
H 2.87151 0.39518 0.63970 0.31
H 2.22764 -1.32478 0.69016 0.27
H -0.43778 -2.18597 0.45919 0.36
H -1.13668 -0.94146 -0.65846 0.17
H -2.21733 -0.04712 -3.33141 0.45
```

The energy relative to the best compared isomer or geometry (same formula, charge and spin) comes out at 128.0 kcal per mole. As for the strongest force on any atom: 3.9 eV Å⁻¹. The LUMO energy (spin up / spin down) comes out at -5.306 / -5.265 eV. The value obtained for the frontier orbital gap (spin up / spin down) is 6.9 / 7.0 eV. The charge is +1.

***

Record 3
C7H12N2 | ωB97M-V/def2-TZVPD

XYZ file:
```
21
Properties=species:S:1:pos:R:3:mulliken_charge:R:1
C -0.17369 -1.91267 -0.75566 -1.55
C 2.15985 0.16328 0.96883 -1.01
C -0.35247 0.49636 0.18789 0.61
C -0.79631 -0.69407 -0.16643 0.33
C 1.22050 0.65992 -0.09041 0.27
N -0.92676 1.57332 0.79736 -0.46
C -2.39171 -0.88144 0.10704 -0.10
C 1.63242 1.30429 -1.18831 -0.98
N -3.32183 -0.02843 -0.11316 -0.72
H -0.31267 2.09536 1.41516 0.23
H -1.91111 1.61281 1.04601 0.15
H -2.90848 0.90125 -0.28251 0.29
H -2.67741 -1.92875 0.30573 0.36
H -0.32860 -2.77450 -0.09949 0.36
H -0.62631 -2.13868 -1.72631 0.35
H 0.90331 -1.82332 -0.91509 0.36
H 1.91939 0.61126 1.93906 0.26
H 2.08743 -0.92355 1.08016 0.24
H 3.20342 0.41427 0.74305 0.39
H 0.92764 1.68803 -1.92175 0.29
H 2.67339 1.58527 -1.33119 0.31
```

The energy relative to the best compared isomer or geometry (same formula, charge and spin) comes out at 39.5 kcal per mole. As for the strongest force on any atom: 5.3 eV Å⁻¹. The SMILES is [H]/N=C\C(C)=C(/N)C(=C)C. The LUMO energy comes out at 0.856 eV. The value obtained for the frontier orbital gap is 9.1 eV.

***

Record 4
C27H27IIrN5O2P2 | ωB97M-V/def2-TZVPD

XYZ file:
```
65
Properties=species:S:1:pos:R:3:mulliken_charge:R:1
Ir 1.89565 0.91787 1.53183 1.75
O 1.46637 0.36702 -0.31134 -0.57
P 0.59398 -0.68291 -1.07523 0.57
C -0.23788 -1.71399 0.16623 -1.36
P -0.86114 -0.78102 1.58774 1.14
O 0.39145 -0.08452 2.26566 -0.50
C -1.96094 0.48850 1.02348 0.70
C -1.73193 1.82543 1.34740 -0.69
C -2.61374 2.79980 0.90678 -0.73
C -3.71682 2.43831 0.14499 -0.62
C -3.94925 1.10519 -0.17645 -0.81
C -3.07926 0.12533 0.26724 -0.20
C -1.61674 -1.89018 2.71750 0.67
C -2.81585 -1.51524 3.33402 -0.40
C -3.41181 -2.37772 4.23839 -0.82
C -2.81600 -3.59800 4.52830 -0.49
C -1.61627 -3.96772 3.92498 -0.85
C -1.01117 -3.11777 3.02101 -0.59
C 1.65985 -1.72016 -2.02616 0.66
C 2.66000 -1.10376 -2.78573 -0.54
C 3.47519 -1.87826 -3.58950 -0.73
C 3.28988 -3.25601 -3.64843 -0.50
C 2.29441 -3.86814 -2.89938 -0.83
C 1.47689 -3.10404 -2.08238 -0.24
C -0.59800 0.16973 -2.06168 0.76
C -0.66424 1.55970 -2.10099 -0.25
C -1.59479 2.17010 -2.92671 -0.68
C -2.44839 1.39800 -3.70427 -0.59
C -2.37967 0.00930 -3.66624 -0.79
C -1.45003 -0.61040 -2.85058 -0.67
H 0.47887 -2.45050 0.54192 0.75
H -1.07188 -2.25412 -0.29143 0.67
H -0.88952 2.10551 1.97171 0.62
H -2.45514 3.83683 1.16956 0.46
H -4.41114 3.19829 -0.18828 0.47
H -4.81632 0.83076 -0.76168 0.49
H -3.27939 -0.91345 0.02877 0.45
H -3.28216 -0.56516 3.10718 0.41
H -4.34142 -2.10033 4.71562 0.45
H -3.28891 -4.27062 5.23149 0.44
H -1.16255 -4.91998 4.16200 0.45
H -0.07385 -3.41243 2.56398 0.29
H 2.79157 -0.02861 -2.76018 0.43
H 4.25194 -1.41209 -4.17982 0.44
H 3.92135 -3.85425 -4.29146 0.43
H 2.15709 -4.93936 -2.95085 0.44
H 0.69759 -3.59460 -1.51209 0.39
H 0.00899 2.15955 -1.50232 0.36
H -1.65003 3.24935 -2.97324 0.48
H -3.16212 1.88039 -4.35887 0.47
H -3.03842 -0.58520 -4.28435 0.48
H -1.37533 -1.69323 -2.85583 0.42
I 2.78059 1.07954 4.07285 0.32
C 3.64117 0.30793 2.30410 -0.76
H 3.77964 -0.76857 2.30054 0.54
H 4.50607 0.89017 1.99488 0.45
N 4.35492 4.90465 -0.86308 -0.51
N 3.61778 4.26328 0.07049 1.20
N 2.94252 4.93092 0.98547 -0.74
C 2.31599 3.96947 1.63076 -0.18
N 2.61482 2.77852 1.08906 -0.02
N 3.46237 2.98401 0.07723 -0.46
H 4.60170 5.83849 -0.55857 0.33
H 5.08070 4.32166 -1.25803 0.30
H 1.66275 4.12875 2.47196 0.48
```

As for the expectation value of S²: 0.755. The energy relative to the best compared isomer or geometry (same formula, charge and spin) comes out at 0.0 kcal per mole. As for the strongest force on any atom: 0.8 eV Å⁻¹. Its spin multiplicity is 2. The LUMO energy (spin up / spin down) comes out at -10.271 / -11.673 eV. The value obtained for the frontier orbital gap (spin up / spin down) is 6.6 / 5.2 eV. The charge is +3.

***

Repeat the first record exactly.
C14H20Br9F6NO5 | ωB97M-V/def2-TZVPD

XYZ file:
```
55
Properties=species:S:1:pos:R:3:mulliken_charge:R:1
C 3.27053 3.14278 0.21112 -0.98
C 2.78228 2.42147 1.41101 0.72
O 3.19186 2.77236 2.47771 -0.66
N 2.07407 1.42325 1.15620 -0.23
C 1.43706 0.71936 2.26670 -1.15
H 2.69154 2.74522 -0.62244 0.23
H 4.34143 2.96639 0.11040 0.37
H 3.23180 4.20716 0.44285 0.25
H 1.95043 1.05032 0.22576 0.45
H 0.85251 -0.09033 1.82989 0.36
H 0.95864 1.52478 2.82393 0.27
H 2.23725 0.41431 2.94105 0.42
C -2.16761 1.62360 2.96659 -0.26
C -3.53552 0.93168 2.78809 -0.15
O -4.48819 1.80798 2.40023 -0.38
C -4.65161 2.09384 1.03458 0.48
O -3.75285 1.83704 0.18147 0.35
C -6.04458 2.74584 0.59391 0.20
F -6.88702 2.61431 1.63253 -0.31
F -5.89396 4.03351 0.39384 -0.24
F -6.58335 2.14519 -0.40164 -0.15
H -1.80380 2.17393 2.09891 -0.50
H -1.37421 0.92187 3.22388 0.33
H -2.15120 2.34190 3.78627 0.53
H -3.91317 0.58083 3.74850 0.33
H -3.54177 0.11101 2.07075 -0.08
C -4.70451 2.07308 -2.06244 -1.65
C -3.70460 1.06460 -1.41274 -0.37
O -3.58908 -0.03686 -2.23594 -0.46
C -4.63866 -0.97617 -2.37471 0.10
O -5.73100 -0.92084 -1.80720 -0.55
C -4.26989 -2.14924 -3.39848 1.02
F -3.45092 -1.68888 -4.35931 -0.25
F -3.74285 -3.26064 -2.82445 -0.26
F -5.42228 -2.52924 -4.00704 -0.25
H -4.99746 2.79292 -1.29817 0.48
H -5.63307 1.60264 -2.38580 0.45
H -4.12110 2.63052 -2.79525 0.36
H -4.16438 0.86045 -0.44578 0.36
H -2.72810 1.53405 -1.29369 0.58
C -0.75367 5.42481 -2.17269 0.60
Br 0.55837 6.69700 -3.00615 -0.05
Br -1.35543 4.21579 -3.64877 -0.15
Br -2.41338 6.27744 -1.57823 -0.03
H -0.34983 4.79164 -1.38269 -0.84
C -0.80922 2.62672 0.02422 0.62
Br 0.95296 3.19120 -0.58651 0.26
Br -1.90277 2.57519 -1.67719 0.46
Br -1.51087 4.17271 1.16867 -0.06
H -0.84733 1.64522 0.49677 -1.14
C -2.10103 -1.65084 0.98603 -0.79
Br -3.28465 -1.96483 -0.63965 0.22
Br -1.18360 0.07226 0.69253 0.40
Br -0.82798 -3.14701 0.95449 -0.03
H -2.68857 -1.48351 1.88876 0.77
```

As for the strongest force on any atom: 14.6 eV Å⁻¹. The LUMO energy comes out at -1.158 eV. The value obtained for the frontier orbital gap is 6.6 eV.

***

Q: Which value of strongest force on any atom does entry 3 give?
A: 5.3 eV Å⁻¹

***

Copy entry 3 word for word.
C7H12N2 | ωB97M-V/def2-TZVPD

XYZ file:
```
21
Properties=species:S:1:pos:R:3:mulliken_charge:R:1
C -0.17369 -1.91267 -0.75566 -1.55
C 2.15985 0.16328 0.96883 -1.01
C -0.35247 0.49636 0.18789 0.61
C -0.79631 -0.69407 -0.16643 0.33
C 1.22050 0.65992 -0.09041 0.27
N -0.92676 1.57332 0.79736 -0.46
C -2.39171 -0.88144 0.10704 -0.10
C 1.63242 1.30429 -1.18831 -0.98
N -3.32183 -0.02843 -0.11316 -0.72
H -0.31267 2.09536 1.41516 0.23
H -1.91111 1.61281 1.04601 0.15
H -2.90848 0.90125 -0.28251 0.29
H -2.67741 -1.92875 0.30573 0.36
H -0.32860 -2.77450 -0.09949 0.36
H -0.62631 -2.13868 -1.72631 0.35
H 0.90331 -1.82332 -0.91509 0.36
H 1.91939 0.61126 1.93906 0.26
H 2.08743 -0.92355 1.08016 0.24
H 3.20342 0.41427 0.74305 0.39
H 0.92764 1.68803 -1.92175 0.29
H 2.67339 1.58527 -1.33119 0.31
```

The energy relative to the best compared isomer or geometry (same formula, charge and spin) comes out at 39.5 kcal per mole. As for the strongest force on any atom: 5.3 eV Å⁻¹. The SMILES is [H]/N=C\C(C)=C(/N)C(=C)C. The LUMO energy comes out at 0.856 eV. The value obtained for the frontier orbital gap is 9.1 eV.